A cluster of 7 separate species, C46H101BF4N5O3 in total at a distorted geometry, computed with ωB97M-V/def2-TZVPD.

CARTESIAN COORDINATES (ANGSTROEM)
C  0.684  -9.556  0.617
C  0.265  -9.168  -0.818
C  1.325  -9.141  -1.911
N  0.946  -8.397  -3.209
C  2.298  -8.017  -3.964
C  2.936  -6.753  -3.303
C  1.985  -5.655  -2.932
C  0.711  -6.061  -2.285
C  0.045  -7.148  -3.192
C  0.343  -9.470  -4.157
H  1.492  -8.883  0.903
H  1.119  -10.555  0.665
H  -0.154  -9.601  1.313
H  -0.053  -8.141  -0.640
H  -0.667  -9.632  -1.140
H  1.596  -10.145  -2.236
H  2.254  -8.635  -1.648
H  3.020  -8.821  -4.112
H  1.935  -7.740  -4.953
H  3.546  -6.897  -2.410
H  3.663  -6.304  -3.979
H  2.484  -5.093  -2.143
H  1.748  -5.091  -3.834
H  0.989  -6.410  -1.290
H  -0.063  -5.294  -2.309
H  -0.964  -7.470  -2.938
H  -0.100  -6.849  -4.230
H  -0.603  -9.752  -3.694
H  0.999  -10.332  -4.035
H  0.114  -8.991  -5.109
C  -4.669  1.174  -5.518
C  -5.385  2.504  -5.264
C  -4.658  3.186  -4.118
N  -5.140  4.678  -3.817
C  -4.109  5.181  -2.635
C  -4.311  6.651  -2.279
C  -4.321  7.578  -3.468
C  -5.175  7.137  -4.638
C  -5.048  5.638  -5.051
C  -6.525  4.608  -3.185
H  -3.606  1.137  -5.759
H  -5.230  0.582  -6.241
H  -4.845  0.676  -4.564
H  -6.435  2.301  -5.051
H  -5.329  3.121  -6.161
H  -3.569  3.140  -4.132
H  -4.874  2.695  -3.169
H  -3.089  5.143  -3.016
H  -4.259  4.577  -1.741
H  -3.601  7.047  -1.553
H  -5.280  6.813  -1.806
H  -3.278  7.661  -3.773
H  -4.587  8.560  -3.076
H  -4.889  7.793  -5.460
H  -6.177  7.564  -4.585
H  -4.131  5.239  -5.483
H  -5.983  5.388  -5.553
H  -7.225  4.463  -4.009
H  -6.665  5.624  -2.816
H  -6.562  3.992  -2.287
C  3.994  4.464  10.499
C  3.778  3.458  9.395
C  4.348  4.048  8.063
N  3.861  3.418  6.772
C  4.692  3.924  5.617
C  6.125  3.318  5.613
C  6.186  1.799  5.727
C  5.343  1.296  6.898
C  3.886  1.845  6.904
C  2.405  3.755  6.547
H  5.019  4.739  10.746
H  3.578  4.086  11.433
H  3.366  5.330  10.291
H  2.716  3.214  9.440
H  4.312  2.524  9.572
H  5.423  3.935  7.922
H  4.086  5.105  8.022
H  4.665  5.006  5.742
H  4.174  3.590  4.718
H  6.852  3.631  6.362
H  6.491  3.575  4.619
H  7.266  1.711  5.850
H  5.920  1.406  4.745
H  5.790  1.526  7.865
H  5.118  0.233  6.994
H  3.220  1.570  7.722
H  3.348  1.502  6.021
H  2.188  4.817  6.428
H  1.954  3.347  7.451
H  2.071  3.188  5.678
C  3.480  8.371  -7.320
C  3.616  6.934  -7.025
C  5.077  6.575  -7.428
N  5.507  5.131  -7.072
C  6.769  4.856  -7.996
C  7.139  3.360  -8.084
C  5.909  2.410  -8.261
C  4.902  2.654  -7.155
C  4.335  4.070  -7.221
C  5.877  5.098  -5.573
H  2.543  8.854  -7.046
H  3.713  8.498  -8.378
H  4.198  8.976  -6.767
H  2.905  6.301  -7.557
H  3.491  6.629  -5.987
H  5.926  7.124  -7.021
H  5.001  6.656  -8.512
H  6.689  5.314  -8.982
H  7.640  5.327  -7.541
H  7.829  3.072  -8.877
H  7.815  3.134  -7.258
H  5.482  2.653  -9.235
H  6.047  1.334  -8.360
H  4.078  1.945  -7.235
H  5.395  2.393  -6.219
H  3.726  4.368  -8.076
H  3.637  4.240  -6.401
H  4.973  5.197  -4.972
H  6.588  5.923  -5.524
H  6.336  4.162  -5.256
C  -5.193  -3.423  4.947
C  -6.146  -4.534  5.440
C  -7.318  -4.141  6.264
N  -8.285  -5.378  6.542
C  -7.428  -6.573  7.147
C  -6.851  -6.207  8.556
C  -7.973  -5.684  9.472
C  -9.011  -4.684  8.900
C  -9.450  -4.868  7.447
C  -8.876  -5.921  5.228
H  -5.705  -2.671  4.347
H  -4.360  -3.718  4.309
H  -4.782  -2.875  5.796
H  -5.538  -5.195  6.057
H  -6.472  -5.079  4.554
H  -8.036  -3.517  5.732
H  -7.019  -3.666  7.198
H  -6.670  -6.906  6.438
H  -8.029  -7.476  7.258
H  -6.121  -5.415  8.384
H  -6.345  -7.062  9.004
H  -7.508  -5.208  10.336
H  -8.560  -6.523  9.845
H  -8.745  -3.636  9.032
H  -9.853  -4.678  9.592
H  -9.864  -3.929  7.080
H  -10.238  -5.606  7.294
H  -8.106  -6.308  4.560
H  -9.363  -5.131  4.655
H  -9.526  -6.750  5.504
B  1.602  1.709  -0.786
F  1.456  1.321  -2.098
F  0.512  1.370  -0.041
F  2.809  1.213  -0.377
F  1.629  3.102  -0.886
O  8.937  -0.111  -1.618
C  9.413  -1.083  -2.349
O  10.637  -1.134  -2.574
O  8.633  -2.033  -2.637
H  8.013  -0.359  -1.691

Computed properties:
Charge = +3
Energy relative to the best compared isomer or geometry (same formula, charge and spin) = 144.3 kcal per mole
HOMO-LUMO gap = 0.11957 Ha